Entry A
H2NPS2 in the gas phase. Source: OMol25; level of theory: ωB97M-V/def2-TZVPD.

```
6
Properties=species:S:1:pos:R:3
N -0.0054 -1.0652 -0.2827
P -0.2658 -0.2706 1.1361
S -0.5666 1.7356 0.3845
S -0.1277 -0.5834 -1.8740
H 0.1843 -2.0169 0.0657
H 0.7813 2.2005 0.5703
```

Gap between HOMO and LUMO (spin up / spin down), eV: 7.6 / 6.9
Spin multiplicity: 1
Highest occupied orbital energy (spin up / spin down), hartree: -0.3224 / -0.3023

Atom charges from the Löwdin analysis, given in e for atoms 1 to 4: number 1, N, carries -0.994; number 2, P, carries 0.499; number 3, S, carries 0.184; number 4, S, carries 0.442

---

Entry B
A molecular structure, H2NPS2. Source: OMol25; level of theory: ωB97M-V/def2-TZVPD.

```
6
Properties=species:S:1:pos:R:3
N 0.1721 0.0646 0.3576
P -0.8277 1.2305 -0.4215
S -2.8867 -0.4302 0.2363
S 1.7975 0.0755 0.3254
H -0.4539 -0.7366 0.4625
H 2.1987 -0.2038 -0.9603
```

Gap between HOMO and LUMO (spin up / spin down), eV: 5.7 / 6.2
Spin multiplicity: 1
Highest occupied orbital energy (spin up / spin down), hartree: -0.3071 / -0.3188

Atom charges from the Löwdin analysis, given in e for atoms 1 to 4: number 1, N, carries -0.942; number 2, P, carries 0.752; number 3, S, carries -0.228; number 4, S, carries 0.638

---

Decreasing stability: entry A, entry B

---

Entry A
2 unconnected molecules or ions with the total composition C5H9N4. Source: OMol25; level of theory: ωB97M-V/def2-TZVPD.

```
18
Properties=species:S:1:pos:R:3
C 2.9263 -1.1995 -0.2458
C 3.5124 -0.0881 0.1167
C 1.5131 -0.9013 -0.4930
C -3.1134 0.0995 0.0914
C -4.5265 0.1934 0.3773
N 2.6203 0.9401 0.1823
N 1.3928 0.5704 -0.1424
N 0.4307 1.3189 -0.1618
N -2.0197 0.2480 -0.1741
H 3.4670 -2.1450 -0.3493
H 4.4137 -0.0285 0.6452
H 1.1673 -0.9761 -1.5395
H -4.8297 1.0678 0.8351
H -5.0948 0.0520 -0.6159
H -4.8977 -0.5516 0.9498
H -0.5841 0.9209 -0.2285
H 0.8067 -1.3471 0.1039
H 2.8159 1.8261 0.6487
```

Charge: +1
Gap between HOMO and LUMO (spin up / spin down), eV: 8.0 / 7.0
Spin multiplicity: 3
Highest occupied orbital energy (spin up / spin down), hartree: -0.3934 / -0.5075
<S²>: 2.016

Atom charges from the Löwdin analysis, given in e for atoms 1 to 4: number 1, C, carries 0.042; number 2, C, carries -0.025; number 3, C, carries -0.034; number 4, C, carries -0.167

---

Entry B
A molecular structure, C5H9N4. Source: OMol25; level of theory: ωB97M-V/def2-TZVPD.

```
18
Properties=species:S:1:pos:R:3
C -0.9956 -2.3027 -0.1167
C -0.4696 -1.1562 0.5492
C -0.2338 1.4634 0.7372
C -0.9966 1.2513 -0.6332
C -0.1653 0.1536 0.0561
N -1.0059 -3.2868 0.7628
N -0.1925 -1.5096 1.8217
N -0.5456 -2.7539 1.8669
N 1.5738 -0.1161 -0.8516
H -1.2193 -2.4570 -1.1306
H 0.3469 2.3897 0.7114
H -0.6810 1.2895 1.6905
H -2.0056 1.1887 -0.5648
H -0.4952 1.7396 -1.5616
H -0.3919 -3.3305 2.7206
H 1.7685 -1.0255 -0.7502
H 2.1342 0.5599 -0.3618
H 1.0973 0.1530 -1.7379
```

Charge: +1
Gap between HOMO and LUMO (spin up / spin down), eV: 7.1 / 6.1
Spin multiplicity: 3
Highest occupied orbital energy (spin up / spin down), hartree: -0.3796 / -0.5363
<S²>: 2.017

Atom charges from the Löwdin analysis, given in e for atoms 1 to 4: number 1, C, carries 0.012; number 2, C, carries -0.195; number 3, C, carries -0.064; number 4, C, carries -0.009

---

Decreasing stability: entry A, entry B

---

Entry A
2 unconnected molecules or ions with the total composition C5H14NO2. Source: OMol25; level of theory: ωB97M-V/def2-TZVPD.

```
22
Properties=species:S:1:pos:R:3
C -1.0414 -2.4918 0.1227
N -0.3141 -1.3060 -0.1420
C 0.5817 1.3447 2.4834
C 0.7719 0.1846 1.4739
C -0.4494 -0.0883 0.6302
C -0.8160 1.0712 -0.3536
O 0.2974 1.5517 -1.0678
H -1.7985 -2.7943 -0.6137
H -1.6354 -2.4515 1.0557
H -0.4568 -3.4037 0.3429
H 0.1045 -1.2426 -1.0597
H 1.5586 1.5380 2.9314
H 0.2386 2.2309 1.9549
H -0.0468 1.0193 3.3144
H 1.6369 0.3832 0.8463
H 0.9108 -0.7127 2.0916
H -1.3257 -0.1327 1.2841
H -1.6355 0.7125 -0.9832
H -1.1510 1.9698 0.2004
H 1.7750 0.0013 -3.2121
H 0.6297 0.6184 -2.1131
O 0.8961 -0.1497 -2.8540
```

Charge: -1
Gap between HOMO and LUMO, eV: 7.2
Spin multiplicity: 1
Highest occupied orbital energy, hartree: -0.1185

Atom charges from the Löwdin analysis, given in e for atoms 1 to 4: number 1, C, carries -0.181; number 2, N, carries -0.080; number 3, C, carries -0.113; number 4, C, carries -0.229

---

Entry B
2 unconnected molecules or ions with the total composition C5H14NO2. Source: OMol25; level of theory: ωB97M-V/def2-TZVPD.

```
22
Properties=species:S:1:pos:R:3
C 1.8502 -0.1813 -0.0864
N 0.7489 -0.8868 0.5878
C 0.1666 -0.1062 1.6814
C -1.1899 0.7038 1.2949
C -1.0196 1.4438 -0.0385
O -0.8858 0.5865 -1.0903
C 2.0448 -0.7861 -1.5888
H 1.5822 0.8712 -0.2453
H 2.7619 -0.4143 0.4712
H -0.0489 -0.9225 -0.1061
H -0.2795 -0.8698 2.2879
H 0.6235 0.5562 2.3913
H -2.0238 0.0493 1.1825
H -1.3812 1.3613 2.1956
H -1.8998 2.1386 -0.2772
H -0.1962 2.2098 0.1276
H 2.8294 -1.5051 -1.5466
H 1.1288 -1.3772 -1.8276
H 2.1208 0.0252 -2.2533
H -1.9757 -0.3957 -1.5504
H -2.5629 -1.1749 -0.3390
O -2.3937 -1.3258 -1.2707
```

Charge: -1
Gap between HOMO and LUMO, eV: 7.5
Spin multiplicity: 1
Highest occupied orbital energy, hartree: -0.1212

Atom charges from the Löwdin analysis, given in e for atoms 1 to 4: number 1, C, carries -0.265; number 2, N, carries -0.105; number 3, C, carries -0.235; number 4, C, carries -0.182

---

Decreasing stability: entry A, entry B

---

Entry A
A gas-phase ion, C2H3O3S (charge -1). Source: OMol25; level of theory: ωB97M-V/def2-TZVPD.

```
9
Properties=species:S:1:pos:R:3
C -1.2212 -0.3271 -0.9239
C 0.4230 0.3726 0.6333
O 1.9765 2.6855 0.3404
O 1.6216 1.6078 2.5137
O -0.0497 0.3015 -0.7053
S 0.9681 2.1911 1.2641
H -1.3561 -0.0381 -2.0724
H -0.3926 0.1093 1.2081
H 1.3891 -0.1941 0.8111
```

Charge: -1
Gap between HOMO and LUMO, eV: 7.3
Spin multiplicity: 1
Highest occupied orbital energy, hartree: -0.1283

Atom charges from the Löwdin analysis, given in e for atoms 1 to 4: number 1, C, carries 0.032; number 2, C, carries -0.327; number 3, O, carries -0.566; number 4, O, carries -0.617

---

Entry B
3 unconnected molecules or ions with the total composition C2H3O3S. Source: OMol25; level of theory: ωB97M-V/def2-TZVPD.

```
9
Properties=species:S:1:pos:R:3
C -2.2142 -0.3641 -3.1783
C -1.7324 -0.0089 -2.1420
O 2.2676 -1.2787 4.1769
O 3.4237 0.5518 3.0401
O -0.5039 0.7928 0.2507
S 2.2639 -0.3407 3.0478
H -2.6435 -0.6833 -4.0900
H 0.4155 1.0262 0.0995
H -1.2766 0.3048 -1.2047
```

Charge: -1
Gap between HOMO and LUMO, eV: 4.7
Spin multiplicity: 1
Highest occupied orbital energy, hartree: -0.1180

Atom charges from the Löwdin analysis, given in e for atoms 1 to 4: number 1, C, carries -0.067; number 2, C, carries -0.040; number 3, O, carries -0.476; number 4, O, carries -0.468

---

Decreasing stability: entry B, entry A

---

Entry A
7 unconnected molecules or ions with the total composition C6H25NO7. Source: OMol25; level of theory: ωB97M-V/def2-TZVPD.

```
39
Properties=species:S:1:pos:R:3
C -0.6297 1.9888 -1.8089
O -0.4876 3.3627 -2.2343
C 0.6699 1.4202 -1.2308
C 0.8849 -0.0280 -1.6617
C 0.1067 -1.1178 -0.9446
C -1.0886 -0.9546 -0.3905
N -1.9851 -1.9687 0.0280
C -2.5699 -1.8167 1.3427
H -1.4070 2.1675 -1.0471
H -1.0158 1.3854 -2.5942
H 0.1251 3.7789 -1.6123
H 1.5002 2.0218 -1.5339
H 0.6291 1.3689 -0.1061
H 0.6535 -0.1375 -2.7443
H 1.9712 -0.2960 -1.6416
H 0.6544 -2.0570 -0.9570
H -1.5436 -0.0031 -0.1770
H -1.5637 -2.8760 -0.1801
H -3.6309 -2.0265 1.2539
H -2.4852 -0.7891 1.7230
H -2.0985 -2.3062 2.1896
H -1.3132 -2.1786 -2.9336
H -0.6029 -1.3499 -4.1472
O -0.6056 -2.1166 -3.5762
H 1.2521 1.1480 2.6227
H -0.1712 1.2215 2.9298
O 0.4534 0.5952 2.5251
H 0.0747 -2.3555 2.8634
H 0.5466 -0.9839 3.3637
O 0.3234 -1.8907 3.6624
H -0.5026 3.5670 1.7499
H -0.6414 3.7173 0.1913
O -1.0896 3.4059 0.9966
H 1.7598 -3.7067 0.7824
H 2.8033 -2.9306 0.0363
O 2.4015 -3.0037 0.9097
H 3.4643 2.2794 1.3090
H 2.5062 1.5818 0.0743
O 2.6519 1.8829 0.9674
```

Charge: -1
Gap between HOMO and LUMO (spin up / spin down), eV: 2.3 / 8.2
Spin multiplicity: 2
Highest occupied orbital energy (spin up / spin down), hartree: 0.0127 / -0.2067
<S²>: 0.750

Atom charges from the Löwdin analysis, given in e for atoms 1 to 4: number 1, C, carries -0.275; number 2, O, carries -0.131; number 3, C, carries -0.230; number 4, C, carries -0.224

---

Entry B
7 unconnected molecules or ions with the total composition C6H25NO7. Source: OMol25; level of theory: ωB97M-V/def2-TZVPD.

```
39
Properties=species:S:1:pos:R:3
C -0.8627 1.0211 0.1674
C -1.2142 1.2177 1.6508
C -2.0815 2.4807 1.8723
C -1.1974 3.7810 1.9035
C -0.6289 4.4076 0.8380
N -2.1820 0.1765 1.9458
C -1.7055 -1.1766 2.3590
O -0.4218 -1.2596 1.7361
H -0.1500 1.7810 -0.1726
H -0.3629 0.0643 -0.1398
H -1.6352 1.3078 -0.6258
H -0.4903 1.1223 2.3626
H -2.7137 2.7126 0.9986
H -2.6434 2.5410 2.8791
H -1.1668 4.0349 2.9088
H -0.6407 4.1009 -0.1579
H 0.2040 4.9689 1.0614
H -2.8960 0.0514 1.2401
H -1.6535 -1.0765 3.4046
H -2.4166 -1.9434 1.9238
H -0.3921 -2.0424 1.2168
H 1.1541 -3.9064 2.7779
H 0.8830 -4.6606 1.2639
O 0.6659 -3.9484 1.9960
H 3.4445 -0.2897 0.4922
H 2.7100 0.3366 -0.6847
O 2.6264 -0.0335 0.1404
H 0.1686 -1.2948 -4.4126
H 0.1692 -1.2120 -2.9051
O 0.6544 -0.7901 -3.6727
H 2.0083 -1.9757 -3.1437
H 3.4312 -2.2173 -3.0474
O 2.6509 -2.2062 -2.5041
H -2.4214 -2.3583 -3.0558
H -1.8005 -2.9799 -1.7174
O -1.6766 -2.4970 -2.4235
H 2.8014 1.7660 -3.8491
H 3.7811 1.0232 -3.0392
O 3.2562 1.8001 -3.0154
```

Charge: -1
Gap between HOMO and LUMO (spin up / spin down), eV: 2.6 / 8.3
Spin multiplicity: 2
Highest occupied orbital energy (spin up / spin down), hartree: 0.0145 / -0.1996
<S²>: 0.750

Atom charges from the Löwdin analysis, given in e for atoms 1 to 4: number 1, C, carries -0.085; number 2, C, carries -0.370; number 3, C, carries -0.167; number 4, C, carries -0.142

---

Decreasing stability: entry A, entry B

---

Entry A
2 unconnected molecules or ions with the total composition C2H7N4S. Source: OMol25; level of theory: ωB97M-V/def2-TZVPD.

```
14
Properties=species:S:1:pos:R:3
C -0.1893 -1.6161 -0.5921
C -0.7479 1.0498 1.7093
N -0.4779 -0.5925 0.0301
N -0.3374 0.6358 0.3993
N 1.2538 1.3351 -0.4329
N -0.4410 -2.4945 -1.4869
S 1.6597 0.6056 -1.8256
H 0.0900 1.6175 2.1984
H -0.9238 0.1085 2.2407
H -1.6770 1.5211 1.7789
H 2.0846 1.2356 0.2644
H 0.9462 2.3373 -0.5414
H -1.2486 -2.3899 -2.2386
H 0.0088 -3.3530 -1.5035
```

Charge: +1
Gap between HOMO and LUMO (spin up / spin down), eV: 7.8 / 7.8
Spin multiplicity: 1
Highest occupied orbital energy (spin up / spin down), hartree: -0.4811 / -0.4811

Atom charges from the Löwdin analysis, given in e for atoms 1 to 4: number 1, C, carries -0.133; number 2, C, carries -0.048; number 3, N, carries 0.077; number 4, N, carries -0.093

---

Entry B
A gas-phase ion, C2H7N4S (charge +1). Source: OMol25; level of theory: ωB97M-V/def2-TZVPD.

```
14
Properties=species:S:1:pos:R:3
N 0.2066 0.8384 -1.6283
N -0.1015 0.7545 -0.1656
C -1.3820 0.2773 -0.0689
N -1.4166 -0.7987 0.6162
C -0.1290 -1.2913 0.8788
N 0.8041 -0.2887 0.2970
S 1.9819 0.4721 1.2314
H -0.5961 0.6013 -2.1888
H 0.6817 1.6650 -1.9409
H 0.9384 -0.0700 -1.5064
H -2.2725 0.7796 -0.3926
H 0.0406 -1.2728 2.0230
H 0.0642 -2.2984 0.5421
H 1.1802 0.6317 2.3031
```

Charge: +1
Gap between HOMO and LUMO, eV: 9.9
Spin multiplicity: 1
Highest occupied orbital energy, hartree: -0.5128
SMILES: [NH3+]N1C=NCN1S

Atom charges from the Löwdin analysis, given in e for atoms 1 to 4: number 1, N, carries 0.226; number 2, N, carries -0.144; number 3, C, carries -0.159; number 4, N, carries 0.117

---

Decreasing stability: entry B, entry A

---

Entry A
2 unconnected molecules or ions with the total composition C4H8OS2. Source: OMol25; level of theory: ωB97M-V/def2-TZVPD.

```
15
Properties=species:S:1:pos:R:3
C -1.3858 -0.3680 0.0978
C -2.7614 -0.4782 0.5928
O -3.4968 -1.2678 0.0217
C -0.3972 0.6690 0.7304
S 1.1609 0.0800 1.4779
S 1.6017 -0.3317 -1.4126
C 1.9629 1.4907 -1.3040
H -0.7748 -1.2824 0.2763
H -1.3738 -0.3388 -1.0795
H -3.2125 0.4346 1.0753
H -0.8992 1.1626 1.6096
H -0.3140 1.4551 -0.0283
H 2.2066 1.6894 -2.3612
H 2.9297 1.6796 -0.8915
H 1.1730 2.2446 -1.0797
```

Gap between HOMO and LUMO, eV: 6.7
Spin multiplicity: 1
Highest occupied orbital energy, hartree: -0.3492

Atom charges from the Löwdin analysis, given in e for atoms 1 to 4: number 1, C, carries -0.271; number 2, C, carries -0.273; number 3, O, carries 0.032; number 4, C, carries -0.703

---

Entry B
C4H8OS2 in the gas phase. Source: OMol25; level of theory: ωB97M-V/def2-TZVPD.

```
15
Properties=species:S:1:pos:R:3
C -0.6384 1.6652 2.2237
S -1.3256 0.1398 1.5762
S -1.5746 0.3587 -0.3996
C -0.0133 0.3132 -1.2242
C 0.9102 -0.8649 -0.8625
C 0.3342 -2.2233 -1.1095
O -0.5489 -2.4582 -1.8887
H 0.3037 2.0185 1.7931
H -0.3363 1.5125 3.2627
H -1.3714 2.4709 2.1789
H -0.2494 0.2907 -2.2977
H 0.5250 1.2662 -1.2231
H 1.3763 -0.7340 0.1131
H 1.7464 -0.7118 -1.5649
H 0.8621 -3.0434 -0.5775
```

Gap between HOMO and LUMO, eV: 9.3
Spin multiplicity: 1
Highest occupied orbital energy, hartree: -0.3174
SMILES: CSSCCC=O

Atom charges from the Löwdin analysis, given in e for atoms 1 to 4: number 1, C, carries -0.485; number 2, S, carries 0.433; number 3, S, carries 0.498; number 4, C, carries -0.584

---

Entry C
C4H8OS2 in the gas phase. Source: OMol25; level of theory: ωB97M-V/def2-TZVPD.

```
15
Properties=species:S:1:pos:R:3
C 1.0061 -1.0547 0.1881
C 0.3419 -0.0878 1.1647
C -1.6518 1.4152 0.0677
C 0.0628 -1.5711 -0.8155
O 0.4602 2.6198 0.6997
S 0.0639 -0.8835 -2.4657
S 0.0037 1.4126 -0.0196
H 1.8576 -0.6379 -0.3225
H 1.3292 -1.9235 0.7519
H -0.5070 -0.3701 1.7666
H 1.0133 0.1218 1.9272
H -2.3150 1.0982 -0.7832
H -2.1737 2.2468 0.6119
H -0.5766 -2.3701 -0.5856
H 1.0853 -0.0158 -2.1858
```

Gap between HOMO and LUMO (spin up / spin down), eV: 8.6 / 6.4
Spin multiplicity: 1
Highest occupied orbital energy (spin up / spin down), hartree: -0.3097 / -0.2730

Atom charges from the Löwdin analysis, given in e for atoms 1 to 4: number 1, C, carries -0.380; number 2, C, carries -0.248; number 3, C, carries -0.219; number 4, C, carries -0.499

---

Decreasing stability: entry B, entry A, entry C